A molecular structure, C57H44AsFNO3P2S2Ti in a non-equilibrium geometry, computed with ωB97M-V/def2-TZVPD.

CARTESIAN COORDINATES (ANGSTROEM)
Ti -2.0910 -0.8968 1.8611
S -2.6671 -3.1450 3.1243
P -0.5825 -2.7219 3.2870
C -0.4426 -1.0209 2.8905
P -0.7367 0.4673 3.7665
S -2.8230 0.8606 3.3133
C -0.5637 0.5346 5.5792
C 0.6354 0.9167 6.1449
C 0.7672 1.1274 7.5018
C -0.2372 0.6822 8.3529
C -1.4447 0.2233 7.7884
C -1.6461 0.2614 6.4242
C 0.3169 1.7618 3.1499
C 0.2749 2.9880 3.8129
C 1.3530 3.8701 3.7420
C 2.4803 3.5501 3.0080
C 2.5447 2.3298 2.3083
C 1.4151 1.4564 2.3039
C 0.5414 -3.1239 4.5928
C 0.1615 -3.9742 5.6616
C 1.2061 -4.3077 6.5603
C 2.4964 -3.8011 6.4400
C 2.7635 -2.8352 5.4111
C 1.7959 -2.4861 4.4930
C 0.1724 -3.5785 1.8342
C 0.6480 -4.8800 2.0343
C 1.6928 -5.3970 1.2819
C 2.2213 -4.6480 0.1861
C 1.6405 -3.4070 -0.0644
C 0.5263 -2.9492 0.6439
H 1.4476 1.0843 5.4711
H 1.6837 1.5586 7.8819
H -0.1738 0.7756 9.4400
H -2.2925 -0.0262 8.4271
H -2.6049 -0.0618 5.9635
H -0.6070 3.1451 4.4600
H 1.2911 4.8795 4.1947
H 3.3425 4.1896 2.9732
H 3.4202 2.0697 1.7447
H 1.3582 0.6226 1.5959
H -0.8415 -4.3810 5.6458
H 1.0260 -5.0567 7.3168
H 3.2585 -3.9828 7.2137
H 3.7734 -2.4577 5.3516
H 2.0639 -1.8411 3.6634
H 0.2562 -5.5189 2.8398
H 2.1847 -6.3033 1.6151
H 3.0415 -5.0706 -0.3442
H 2.0201 -2.8259 -0.8986
H 0.0797 -2.0359 0.2676
C -5.8243 -0.9580 -4.3992
C -5.0839 0.3919 -4.2099
C -6.0051 1.6050 -4.1963
C -5.3500 2.9654 -3.8951
C -4.3109 2.8673 -2.8532
C -3.7220 4.0505 -2.3106
C -2.6438 3.9553 -1.4306
F -2.0566 5.1572 -1.1584
C -2.1789 2.7289 -0.9479
C -2.8480 1.5612 -1.3289
C -2.5496 0.3219 -0.6720
O -1.8147 0.3543 0.4362
C -3.1445 -0.8383 -1.2145
C -3.9143 -0.7586 -2.3467
N -4.2999 0.4068 -2.9466
C -3.8572 1.6048 -2.3620
C -2.9060 -2.2754 -0.6846
O -3.2109 -3.2516 -1.3170
O -2.3241 -2.2804 0.5504
H -6.6470 -0.8214 -5.1212
H -6.3091 -1.3324 -3.4185
H -5.1519 -1.7471 -4.7777
H -4.3212 0.5286 -5.0130
H -6.8533 1.4218 -3.5296
H -6.4817 1.6587 -5.1461
H -6.1227 3.7014 -3.6918
H -4.8074 3.3482 -4.7621
H -4.1680 5.0232 -2.5958
H -1.4613 2.6797 -0.1457
H -4.2774 -1.6700 -2.8103
C 6.8125 -1.2966 -4.3725
C 5.7451 -2.0525 -4.8420
C 4.4370 -1.8099 -4.3672
C 4.2228 -0.7732 -3.4763
C 5.3045 -0.1034 -2.8972
C 6.5872 -0.4072 -3.3153
As 2.3224 -0.6614 -2.9895
C 2.0438 1.2238 -2.2897
C 2.6566 1.8224 -1.1577
C 2.5277 3.1875 -0.9353
C 1.6821 3.9804 -1.7207
C 1.0603 3.3978 -2.8465
C 1.2765 2.0303 -3.1496
C 0.8999 1.3862 -4.4545
C 0.1781 1.9862 -5.4781
C -0.1765 1.2826 -6.6452
C 0.2820 -0.0558 -6.8016
C 0.9534 -0.6707 -5.7391
C 1.3503 0.0141 -4.5612
H 7.7887 -1.3845 -4.8005
H 5.8407 -2.8619 -5.5600
H 3.5661 -2.2621 -4.8982
H 5.1312 0.6654 -2.1908
H 7.4427 0.0562 -2.8073
H 3.2969 1.2040 -0.5160
H 3.0731 3.6189 -0.1191
H 1.6194 5.0867 -1.4999
H 0.4167 3.9939 -3.4124
H -0.2307 2.9688 -5.2493
H -0.7977 1.7238 -7.3829
H -0.0136 -0.5888 -7.6907
H 1.2004 -1.7203 -5.7922

Properties
Energy above the lowest of the compared OMol25 structures with the same formula, charge and spin (kcal per mole): 20.70
Electronic energy (eV): -194371.6252
Charge: +1
HOMO (Eh): -0.37423
Gap between HOMO and LUMO (Eh): 0.251
LUMO level (eV): -3.4